DFT (ωB97M-V/def2-TZVPD) results for a single C10H9N molecule at a distorted geometry.

Positions of all 20 atoms, in Å:
C  -3.234  0.033  -0.063
C  -2.506  1.188  0.189
C  -1.112  1.225  0.188
C  -0.396  -0.105  0.015
C  -1.211  -1.217  -0.176
C  -2.515  -1.231  -0.105
C  1.117  -0.083  0.015
C  1.932  -1.116  0.255
C  3.247  -0.617  0.165
C  3.139  0.634  -0.213
H  -4.479  0.021  -0.108
H  -3.043  2.189  0.393
H  -0.511  2.275  0.398
H  -0.479  -2.229  -0.375
H  -3.063  -2.004  -0.432
H  1.803  -2.006  0.736
H  3.974  -1.181  0.271
H  4.101  1.511  -0.224
H  1.361  1.720  -0.670
N  1.875  0.993  -0.259

The HOMO-LUMO gap is 8.62 eV. The spin multiplicity is 1.